[1]
The following is a quantum chemistry calculation of a 2-piece molecular cluster, C4H9N2O overall, from OMol25.

## Properties
Net charge ... +1
LUMO level ... -0.103 Ha
Energy ... -342.2285 Eh

The geometry in XYZ format:
```
16
Properties=species:S:1:pos:R:3:forces:R:3
C -3.838 -0.943 1.576 2.5 0.4 -0.9
C 1.539 -0.098 1.161 0.6 -1.5 2.4
C 0.780 0.165 0.159 -0.8 -1.4 -1.9
C 0.823 1.152 -0.939 0.7 4.1 -1.9
N -2.783 -0.800 1.179 0.6 -0.3 -0.7
N -0.317 -0.827 -0.253 -1.7 0.9 -1.0
O 0.621 0.388 -2.155 -0.8 -1.1 2.8
H -4.688 -0.822 2.081 -3.3 -0.1 1.5
H 2.401 0.436 1.555 -0.3 0.2 -0.5
H 1.249 -1.011 1.715 0.4 0.7 -0.1
H 1.748 1.791 -1.133 -0.5 -1.5 1.1
H 0.104 2.072 -0.765 0.4 -2.2 -0.5
H -0.387 -1.869 -0.280 1.5 0.9 0.4
H -0.459 -0.475 -1.235 0.2 -1.1 0.1
H -1.244 -0.608 0.141 0.1 0.3 0.9
H 0.733 0.786 -2.978 0.4 1.7 -1.8
```
Forces are in eV/Å.

***

[2]
The following is a quantum chemistry calculation of a 2-piece molecular cluster, C4H9N2O overall, from OMol25.

## Properties
Net charge ... +1
LUMO level ... -0.124 Ha
Energy ... -342.3182 Eh

The geometry in XYZ format:
```
16
Properties=species:S:1:pos:R:3:forces:R:3
C -0.622 -1.116 -1.949 -2.4 1.9 -0.4
C -0.542 0.170 -1.095 3.2 -1.3 0.0
C 0.397 1.159 -1.333 -1.4 -0.7 0.4
N 0.744 1.679 -0.117 0.4 1.0 -0.3
C 0.177 1.006 0.885 -0.8 0.0 -1.5
N -0.648 0.143 0.284 0.3 -0.4 1.0
H -0.340 -2.082 -1.530 0.3 0.5 0.5
H -0.051 -0.867 -2.850 -0.3 -0.5 0.1
H -1.708 -1.153 -2.174 0.6 -0.6 -0.6
H 0.908 1.469 -2.226 -0.2 0.1 -0.1
H 1.150 2.606 -0.115 0.5 -0.3 0.8
H 0.441 1.007 1.924 -0.4 0.4 0.2
H -1.131 -0.561 0.831 0.1 -0.2 -0.1
H 1.178 -1.171 2.936 0.4 -0.1 0.4
H -0.191 -0.970 3.660 0.3 -0.2 0.2
O 0.238 -1.317 2.869 -0.8 0.2 -0.5
```
Forces are in eV/Å.

***

[3]
The following is a quantum chemistry calculation of a 2-piece molecular cluster, C4H9N2O overall, from OMol25.

## Properties
Net charge ... +2
Expectation value of S² ... 0.7602
2S+1 ... 2
LUMO level (spin up / spin down) ... -0.353 / -0.495 Ha
Energy ... -341.8330 Eh

The geometry in XYZ format:
```
16
Properties=species:S:1:pos:R:3:forces:R:3
C -0.891 0.990 1.449 0.1 -0.6 -0.2
C -0.771 0.382 0.109 2.2 -0.1 1.6
C -1.328 0.569 -1.188 -1.3 -0.9 -0.3
N -1.041 -0.542 -1.920 1.0 1.8 0.5
C -0.153 -1.296 -1.194 -0.4 0.0 -0.9
N 0.102 -0.696 -0.049 -1.1 -0.8 -0.5
H -0.159 0.541 2.126 0.1 0.1 -0.2
H -0.836 2.073 1.521 -0.2 0.2 -0.4
H -1.870 0.681 1.848 -0.3 0.2 0.0
H -2.018 1.337 -1.520 0.2 0.1 -0.1
H -1.036 -0.460 -2.940 -0.5 -0.8 -0.1
H 0.174 -2.290 -1.489 0.4 0.2 -0.1
H 0.824 -1.114 0.559 -0.1 0.8 0.7
H 2.955 0.659 0.669 -0.1 1.0 -0.2
H 3.438 -0.673 1.011 -0.4 -0.3 0.4
O 2.610 -0.162 1.007 0.3 -0.8 -0.2
```
Forces are in eV/Å.

***

[4]
The following is a quantum chemistry calculation of a 2-piece molecular cluster, C4H9N2O overall, from OMol25.

## Properties
Net charge ... +2
Expectation value of S² ... 0.7586
2S+1 ... 2
LUMO level (spin up / spin down) ... -0.359 / -0.519 Ha
Energy ... -341.7549 Eh

The geometry in XYZ format:
```
16
Properties=species:S:1:pos:R:3:forces:R:3
C 1.328 -1.098 -2.668 -0.1 1.3 -1.4
C 0.407 -0.479 -1.651 -1.5 -2.3 0.5
C -0.132 0.729 -1.130 -0.9 0.5 3.3
N -0.926 0.391 0.040 2.1 2.2 -0.4
C -1.031 -0.912 0.114 -1.3 -1.5 0.6
N -0.289 -1.470 -0.833 1.3 1.4 -2.2
H 2.010 -1.640 -1.943 0.0 0.3 -1.2
H 0.710 -1.876 -3.236 0.7 0.6 0.8
H 1.847 -0.447 -3.560 -1.2 -1.3 2.8
H -0.020 1.778 -1.305 0.4 0.4 -0.6
H -1.002 0.935 0.969 -0.3 -0.1 -2.2
H -1.757 -1.347 0.870 1.3 -0.1 -1.0
H -0.350 -2.327 -1.356 -0.4 -1.2 0.9
H -0.919 2.337 4.927 -0.3 0.3 -0.1
H 0.283 2.499 5.760 0.1 0.6 -0.3
O -0.160 2.926 5.002 0.2 -0.9 0.5
```
Forces are in eV/Å.

***

[5]
The following is a quantum chemistry calculation of an isolated ion of composition C4H9N2O2 and charge -1, from OMol25.

## Properties
Net charge ... -1
LUMO level ... 0.142 Ha
SMILES ... NC(=O)[C@@H](N)CC[O-]
Energy ... -417.7956 Eh

The geometry in XYZ format:
```
17
Properties=species:S:1:pos:R:3:forces:R:3
N 0.548 -0.514 1.197 2.6 -0.6 -0.1
C 0.124 0.372 0.104 0.5 -0.8 -0.5
C 0.163 -0.268 -1.272 1.6 -3.7 1.3
C 1.648 -0.907 -1.300 -1.2 -1.7 -2.2
O 1.896 -2.062 -0.620 -0.5 0.7 0.3
C -1.168 0.974 0.371 -3.5 3.0 3.1
N -1.559 1.031 1.749 2.9 -1.9 0.5
O -1.900 1.622 -0.373 0.8 -1.0 -0.7
H 1.347 -1.178 0.804 -1.2 1.2 0.1
H -0.080 -1.246 1.485 -1.0 0.2 -0.5
H 0.822 1.260 0.008 -0.4 -0.9 0.5
H 0.133 0.427 -2.065 -0.6 0.8 -0.9
H -0.490 -1.224 -1.394 0.6 1.9 0.2
H 2.292 -0.107 -1.064 1.2 1.6 0.8
H 1.832 -1.029 -2.410 0.0 -0.1 0.2
H -2.445 1.348 2.070 -0.4 0.3 -0.4
H -0.903 0.617 2.477 -1.3 0.7 -1.6
```
Forces are in eV/Å.

***

[6]
The following is a quantum chemistry calculation of C4H9N2O2 as an isolated structure, from OMol25.

## Properties
Net charge ... -1
LUMO level ... 0.149 Ha
Energy ... -417.8063 Eh

The geometry in XYZ format:
```
17
Properties=species:S:1:pos:R:3:forces:R:3
O -2.658 0.072 1.005 0.2 0.2 0.2
C -1.808 -0.138 0.150 -0.4 0.0 -0.6
N -2.004 -1.053 -0.849 0.9 0.6 0.3
C -0.461 0.605 0.016 0.5 -0.1 0.4
C 0.135 0.798 1.424 0.3 0.1 0.2
N 0.395 -0.047 -0.984 1.0 0.8 0.3
C 2.142 -0.483 -0.556 -0.6 0.1 -0.1
O 2.712 0.006 0.461 -0.1 0.3 0.0
H -2.699 -1.740 -0.675 -0.4 -0.5 0.1
H -1.099 -1.270 -1.278 -0.2 0.0 -0.3
H -0.630 1.631 -0.327 -0.7 -0.1 0.0
H 0.893 1.583 1.409 0.0 -0.1 -0.1
H -0.645 1.088 2.130 -0.1 -0.1 -0.1
H 0.672 -0.080 1.784 -0.2 -0.1 -0.1
H 0.686 0.711 -1.600 -0.4 -0.3 0.0
H 1.893 -1.542 -0.551 0.2 -0.7 -0.1
H 2.478 -0.141 -1.561 0.1 -0.2 -0.1
```
Forces are in eV/Å.

***

[7]
The following is a quantum chemistry calculation of a 2-piece molecular cluster, C4H9N2O2 overall, from OMol25.

## Properties
Net charge ... -1
LUMO level ... 0.149 Ha
Energy ... -417.8280 Eh

The geometry in XYZ format:
```
17
Properties=species:S:1:pos:R:3:forces:R:3
O 0.568 1.226 0.375 0.3 -0.2 0.0
C 0.147 0.038 0.414 -0.5 0.1 -0.2
N 0.631 -0.971 1.103 0.2 0.6 0.4
C 3.510 0.101 0.227 -0.2 -0.2 0.1
O 4.668 0.056 -0.111 0.4 0.1 -0.1
C -1.129 -0.225 -0.453 -0.2 0.1 0.2
C -2.367 -0.099 0.442 0.2 -0.2 -0.3
N -1.258 0.700 -1.578 -0.2 0.0 0.0
H -0.060 -1.704 1.071 -0.1 -0.6 -0.3
H 2.968 -0.793 0.564 -0.1 0.0 0.0
H 2.917 1.025 0.222 -0.1 0.1 0.0
H -1.081 -1.244 -0.842 0.0 0.0 -0.1
H -3.287 -0.232 -0.128 0.0 0.1 -0.1
H -2.372 0.889 0.905 -0.1 0.0 0.1
H -2.334 -0.877 1.203 0.0 0.1 0.3
H -0.509 0.508 -2.233 0.1 0.0 0.0
H -1.013 1.604 -1.181 0.1 0.1 0.0
```
Forces are in eV/Å.

***

[8]
The following is a quantum chemistry calculation of a 2-piece molecular cluster, C4H9N2O2 overall, from OMol25.

## Properties
Net charge ... -1
LUMO level ... 0.143 Ha
Energy ... -417.8242 Eh

The geometry in XYZ format:
```
17
Properties=species:S:1:pos:R:3:forces:R:3
O -0.299 -0.566 -1.804 -0.3 0.2 0.0
C 0.378 -0.881 -0.782 -0.2 -0.8 -0.3
N 0.313 -2.052 -0.137 -0.1 1.5 -0.4
C -2.848 0.080 0.225 0.2 -0.4 1.1
O -3.979 0.459 0.069 -0.2 0.0 -0.5
C 1.337 0.208 -0.318 0.1 0.4 0.4
C 0.580 1.439 0.186 -0.2 -0.2 0.4
N 2.269 -0.222 0.743 -0.2 0.4 -0.3
H -0.444 -2.472 -0.687 0.2 -0.6 0.3
H -2.310 -0.674 -0.373 -0.2 0.3 -0.4
H -2.307 0.415 1.134 0.3 0.1 -0.2
H 1.864 0.620 -1.187 0.3 -0.7 -0.1
H -0.249 1.705 -0.471 0.1 -0.1 -0.1
H 1.281 2.279 0.251 -0.2 -0.1 0.2
H 0.152 1.215 1.176 0.1 0.2 -0.1
H 2.630 -1.129 0.465 -0.1 -0.1 0.1
H 1.631 -0.426 1.509 0.3 -0.3 0.1
```
Forces are in eV/Å.

***

[9]
The following is a quantum chemistry calculation of an isolated ion of composition C4H9N2O2 and charge +1, from OMol25.

## Properties
Net charge ... +1
LUMO level ... -0.164 Ha
SMILES ... C[NH+](C)/C=C\ON=O
Energy ... -417.3713 Eh

The geometry in XYZ format:
```
17
Properties=species:S:1:pos:R:3:forces:R:3
C -0.114 1.395 -1.362 -1.0 -1.2 0.1
C -1.130 -0.750 0.660 0.9 0.6 -4.0
C 1.321 -0.460 1.189 0.4 -0.3 1.4
C 0.082 1.361 -0.062 -0.1 0.0 0.6
N 0.021 -0.960 -1.962 0.8 -1.9 -1.1
N -0.061 0.224 0.941 3.0 0.2 -3.4
O -0.442 0.350 -2.136 -1.3 0.5 -2.4
O -0.288 -1.647 -2.867 0.3 1.7 1.6
H -0.308 2.335 -1.897 0.8 -0.4 0.3
H -1.207 -1.369 1.452 -0.3 -2.1 2.6
H -2.039 -0.240 0.447 -0.8 0.5 0.0
H -0.823 -1.321 -0.281 -0.6 0.6 2.0
H 1.974 -0.480 0.289 -0.7 0.6 0.7
H 1.806 0.018 2.138 -0.8 -0.7 -2.1
H 1.115 -1.520 1.434 0.0 0.6 0.0
H 0.321 2.349 0.265 0.1 0.1 1.4
H -0.227 0.715 1.752 -0.9 1.1 2.5
```
Forces are in eV/Å.

***

[10]
The following is a quantum chemistry calculation of C4H9N2OP as an isolated structure, from OMol25.

## Properties
Net charge ... 0
LUMO level ... 0.035 Ha
Energy ... -683.8963 Eh

The geometry in XYZ format:
```
17
Properties=species:S:1:pos:R:3:forces:R:3
C -2.709 -0.935 0.163 -0.4 0.2 -0.7
C -2.524 0.177 -0.865 0.2 -0.1 -0.3
C 2.654 0.319 0.376 -0.4 -0.1 0.0
C 1.409 -0.493 0.697 0.5 -0.2 0.2
N -2.133 -0.964 1.258 2.0 1.9 0.8
N -1.857 1.301 -0.229 0.0 0.3 0.4
O 0.267 0.118 0.123 -0.4 0.3 -0.1
P -0.847 0.868 1.042 -1.5 -2.3 -0.3
H -3.379 -1.735 -0.148 -0.1 -0.2 0.0
H -1.880 -0.223 -1.657 -0.2 0.1 0.0
H -3.473 0.482 -1.312 0.1 0.0 0.0
H 3.533 -0.167 0.790 0.1 0.0 0.0
H 2.770 0.410 -0.701 0.0 0.0 -0.1
H 2.565 1.317 0.800 0.1 0.1 0.0
H 1.286 -0.600 1.780 0.0 0.0 0.0
H 1.480 -1.495 0.261 0.0 0.1 0.2
H -2.507 2.030 0.040 0.1 0.0 0.0
```
Forces are in eV/Å.

***

[11]
The following is a quantum chemistry calculation of one molecule with the formula C4H9N2OP, from OMol25.

## Properties
Net charge ... 0
LUMO level ... 0.026 Ha
SMILES ... C/C=N/P(C)/N=C\O
Energy ... -683.8932 Eh

The geometry in XYZ format:
```
17
Properties=species:S:1:pos:R:3:forces:R:3
C -0.920 -1.894 -1.157 0.5 2.1 -1.7
C -1.598 1.534 -2.216 -1.2 -0.4 -1.9
C 1.367 0.953 1.760 3.3 -1.2 0.6
C 1.266 0.148 0.509 -0.5 0.8 -1.3
N 0.219 0.338 -0.188 0.0 0.7 1.0
N -1.117 0.412 -2.567 0.1 0.3 0.6
O -1.363 2.235 -1.131 0.7 0.4 1.0
P 0.100 -0.367 -1.726 0.2 -2.6 -1.0
H -1.718 -1.437 -0.584 -0.3 -0.4 0.2
H -0.251 -2.501 -0.590 0.2 -0.7 0.3
H -2.337 1.948 -2.970 0.7 0.2 1.4
H 2.149 1.780 1.647 -1.2 -1.0 0.1
H 0.390 1.309 1.909 -1.0 0.7 0.7
H 1.763 0.282 2.591 -0.7 1.0 -0.7
H -1.271 -2.319 -2.115 0.1 -0.2 0.8
H 2.038 -0.470 0.019 0.3 0.1 0.9
H -0.682 1.757 -0.519 -1.2 0.2 -0.9
```
Forces are in eV/Å.

***

[12]
The following is a quantum chemistry calculation of one molecule with the formula C4H9N2OS, from OMol25.

## Properties
Net charge ... 0
Expectation value of S² ... 0.7534
2S+1 ... 2
LUMO level (spin up / spin down) ... 0.027 / -0.088 Ha
Energy ... -740.6198 Eh

The geometry in XYZ format:
```
17
Properties=species:S:1:pos:R:3:forces:R:3
O 2.355 0.532 1.450 -2.2 0.6 -2.0
C 1.405 1.124 0.911 1.6 0.8 3.0
C 0.504 0.672 -0.179 -2.5 -0.7 0.1
C 1.375 0.575 -1.364 1.8 2.1 -0.9
S 2.005 2.458 -1.540 -0.2 -1.8 -0.1
N -0.097 -0.617 0.307 0.3 -0.8 1.0
C -1.518 -0.751 0.673 -1.1 0.9 0.7
N -2.071 -2.049 0.149 3.6 0.7 0.9
H 1.132 2.097 1.326 0.0 0.4 0.2
H -0.332 1.473 -0.560 1.8 -1.9 1.8
H 0.845 0.489 -2.287 -0.2 -0.6 -0.7
H 2.273 -0.053 -1.279 -0.5 0.1 -0.1
H 0.523 -1.145 1.011 -1.1 1.4 -1.6
H -2.110 0.185 0.362 1.0 -1.3 -0.4
H -1.773 -0.714 1.801 1.0 -0.4 -1.4
H -1.537 -2.338 -0.671 -0.1 0.3 0.3
H -2.981 -1.938 -0.110 -3.1 0.3 -0.8
```
Forces are in eV/Å.